Molecular formula: C10H12ClNO3Tc
Method: DFT, wB97M-V/def2-TZVPD

The geometry in XYZ format:
```
28
Properties=species:S:1:pos:R:3:forces:R:3:mulliken_spin:R:1
Cl 0.117 3.451 -0.567 0.0 -0.3 0.1 0.784
C -2.179 -0.118 -1.396 0.6 -0.8 -0.1 -0.045
C -1.321 -1.265 -1.160 -0.5 0.4 -2.1 0.000
C -0.056 -1.008 -1.809 -0.8 -0.1 -1.1 0.007
H -1.616 -2.176 -0.660 0.1 0.1 0.2 0.007
C -0.121 0.313 -2.413 -0.5 -0.7 -0.8 -0.057
C -1.430 0.852 -2.147 0.6 -0.4 -0.1 0.056
H -1.777 1.820 -2.498 0.1 -0.1 0.3 0.007
H -3.213 -0.029 -1.083 0.2 0.0 0.1 -0.002
H 0.803 -1.666 -1.858 -0.1 0.0 0.0 0.003
C 0.954 0.942 -3.236 0.3 0.3 0.1 0.016
Tc -0.330 0.383 -0.222 -0.7 -1.7 1.7 2.145
C 1.541 0.962 0.006 6.3 3.0 1.0 -0.053
O 2.646 1.254 0.222 -4.5 -1.5 -1.0 0.049
C -1.428 1.467 0.988 -3.1 4.6 4.1 -0.047
O -2.049 2.057 1.770 2.1 -2.5 -3.0 0.053
H 1.945 0.684 -2.842 -0.2 0.0 -0.2 0.000
H 0.853 2.035 -3.220 0.0 -0.3 -0.1 -0.003
H 0.895 0.586 -4.275 -0.1 0.1 0.3 -0.002
C 0.918 -0.181 3.339 0.1 0.4 0.1 0.014
C 0.427 -1.208 2.387 0.1 -1.3 0.7 0.005
N 0.430 -2.466 2.793 0.0 0.8 -0.2 0.041
O -0.007 -0.993 1.206 0.1 0.3 0.1 0.030
H 1.971 -0.383 3.586 -0.3 0.1 -0.1 0.000
H 0.337 -0.242 4.272 0.2 0.1 -0.3 0.000
H 0.831 0.827 2.925 0.0 -0.2 0.1 -0.006
H 0.102 -3.195 2.172 0.1 -0.1 0.2 0.000
H 0.757 -2.701 3.722 -0.1 -0.1 -0.2 -0.002
```
Positions in Å, forces in eV/Å.

## Properties
Spin multiplicity: 4
HOMO-LUMO gap (alpha / beta) (eV): 9.081 / 6.180
Charge: +2
Maximum force (eV/A): 7.05
E (hartree): -1209.05812
Highest occupied orbital energy (alpha / beta) (eV): -17.0 / -17.2